Entry 1:
The following is a DFT calculation (ωB97M-V/def2-TZVPD) of one molecule with the formula C6H7ClN2.

Output
energy relative to the best compared isomer or geometry (same formula, charge and spin) = 23.6 kcal/mol
HOMO level = -9.59 eV
F_max = 5.02 eV/A
LUMO = -0.29 eV
HOMO-LUMO gap = 9.30 eV

Geometry as ORCA input:
```
! wB97M-V def2-TZVPD RIJCOSX def2/J DEFGRID3
* xyz 0 1
C 1.677 -0.366 0.844
C 0.586 -0.155 0.026
C 0.814 -0.086 -1.318
C -0.731 -0.140 0.625
C -0.135 0.285 -2.313
C -0.534 0.169 2.150
N 2.645 -0.532 1.431
N -1.770 -0.523 -0.011
Cl 2.491 -0.331 -1.955
H -0.078 -0.285 -3.323
H -1.047 0.321 -1.894
H 0.253 1.368 -2.436
H 0.253 0.845 2.377
H -0.459 -0.800 2.618
H -1.460 0.671 2.542
H -2.504 -0.440 0.637
*
```

Mulliken population analysis, charges in e, atoms 1 to 8:
1 C -0.17
2 C 0.02
3 C 0.73
4 C 0.77
5 C -1.12
6 C -1.38
7 N -0.45
8 N -0.70

Entry 2:
The following is a DFT calculation (ωB97M-V/def2-TZVPD) of one molecule with the formula C2H4OS2.

Output
energy relative to the best compared isomer or geometry (same formula, charge and spin) = 28.1 kcal/mol
HOMO level = -9.17 eV
F_max = 3.73 eV/A
LUMO = -0.71 eV
HOMO-LUMO gap = 8.46 eV

Geometry as ORCA input:
```
! wB97M-V def2-TZVPD RIJCOSX def2/J DEFGRID3
* xyz 0 1
C 3.185 0.261 -0.574
C -0.888 -0.889 0.359
O 4.254 0.680 -0.427
S 2.310 -0.597 0.779
S 0.491 -1.168 -0.608
H 2.444 0.228 -1.320
H -1.711 -1.334 -0.235
H -1.428 0.050 0.399
H -0.820 -1.291 1.381
*
```

Mulliken population analysis, charges in e, atoms 1 to 8:
1 C 0.12
2 C -0.79
3 O -0.38
4 S -0.11
5 S -0.08
6 H 0.33
7 H 0.27
8 H 0.34

Entry 3:
The following is a DFT calculation (ωB97M-V/def2-TZVPD) of a 2-piece molecular cluster, C2H6N4O6P overall.

Output
energy relative to the best compared isomer or geometry (same formula, charge and spin) = 20.7 kcal/mol
HOMO level = -13.25 eV
F_max = 3.96 eV/A
LUMO = -6.57 eV
HOMO-LUMO gap = 6.68 eV

Geometry as ORCA input:
```
! wB97M-V def2-TZVPD RIJCOSX def2/J DEFGRID3
* xyz 1 1
C 0.022 2.020 -0.843
C 1.417 1.563 -1.314
N -0.283 1.096 0.212
N 2.075 0.676 -0.333
N -2.993 -1.934 2.078
N -0.305 -2.263 -0.145
O -2.324 -2.269 2.864
O -3.682 -1.663 1.282
O -1.153 -1.773 0.527
O -0.298 -3.349 -0.558
O 1.098 -0.545 1.933
O 0.682 -1.434 -0.498
P 0.912 -0.030 0.548
H 0.112 2.957 -0.325
H -0.489 2.019 -1.838
H 1.367 0.992 -2.340
H 2.110 2.238 -1.594
H -1.252 0.782 0.245
H 2.985 0.915 0.098
*
```

Mulliken population analysis, charges in e, atoms 1 to 8:
1 C -0.32
2 C -0.79
3 N -0.20
4 N -0.23
5 N 1.43
6 N 1.09
7 O -0.20
8 O -0.23

Entry 4:
The following is a DFT calculation (ωB97M-V/def2-TZVPD) of one molecule with the formula C5H12N2O.

Output
energy relative to the best compared isomer or geometry (same formula, charge and spin) = 61.6 kcal/mol
HOMO level = -8.79 eV
F_max = 3.66 eV/A
LUMO = 0.93 eV
HOMO-LUMO gap = 9.72 eV

Geometry as ORCA input:
```
! wB97M-V def2-TZVPD RIJCOSX def2/J DEFGRID3
* xyz 0 1
C -0.008 0.793 -0.948
C -1.400 0.074 -1.008
C 0.596 0.100 0.341
C 1.056 1.148 1.392
C 1.568 -0.977 -0.161
N -1.764 -0.226 0.374
N -0.563 -0.549 1.044
O -1.392 -1.145 -1.720
H 0.616 0.631 -1.818
H -0.187 1.826 -0.839
H -2.110 0.791 -1.412
H 0.170 1.720 1.767
H 1.696 1.928 0.965
H 1.378 0.503 2.261
H 0.981 -1.624 -0.810
H 1.773 -1.615 0.762
H 2.500 -0.686 -0.634
H -2.451 0.508 0.677
H -0.439 -1.552 1.058
H -2.020 -1.648 -1.291
*
```

Mulliken population analysis, charges in e, atoms 1 to 8:
1 C -1.03
2 C -0.08
3 C 1.18
4 C -1.43
5 C -1.61
6 N -0.46
7 N -0.39
8 O -0.53

energy relative to the best compared isomer or geometry (same formula, charge and spin) of number 2 (C2H4OS2)?
28.1 kcal/mol

Which value of LUMO does entry 4 give?
0.93 eV